This record from OMol25 describes C24H23F3N5NiO11S2 as an isolated structure. The level of theory is ωB97M-V/def2-TZVPD.

Summary:
Energy relative to the best compared isomer or geometry (same formula, charge and spin) in kcal/mol: 0.0
E_HOMO (alpha / beta) in Eh: -0.2226 / -0.2225

Structure (ORCA input):
```
! wB97M-V def2-TZVPD RIJCOSX def2/J DEFGRID3
* xyz -1 3
Ni 0.29 0.52 -0.02
F 1.16 4.97 -0.71
C 0.06 4.48 -0.11
F -1.00 4.90 -0.80
F -0.01 5.01 1.12
C 0.15 2.94 -0.04
O 1.02 2.45 0.70
O -0.65 2.26 -0.73
O 2.28 -1.65 2.51
C 2.69 -1.16 1.47
N 1.92 -0.57 0.50
C 2.70 -0.10 -0.50
O 2.21 0.53 -1.43
C 4.13 -0.45 -0.22
C 5.30 -0.22 -0.92
C 6.49 -0.67 -0.34
C 6.48 -1.33 0.88
C 5.29 -1.56 1.57
C 4.13 -1.10 1.00
H 5.29 0.30 -1.87
H 7.43 -0.51 -0.86
H 7.42 -1.67 1.30
H 5.28 -2.06 2.53
C -5.74 -2.33 -1.85
C -4.49 -3.00 -1.29
S -3.93 -4.22 -2.44
O -4.82 -5.35 -2.40
O -3.66 -3.58 -3.71
C -2.35 -4.78 -1.81
C -1.16 -4.14 -2.51
N -1.04 -2.69 -2.31
C -0.68 -2.11 -1.14
N -0.67 -0.79 -1.26
C -1.08 -0.49 -2.52
C -1.30 -1.65 -3.18
N -1.55 -1.80 -4.59
O -1.12 -2.80 -5.15
O -2.11 -0.87 -5.14
C -0.41 -2.87 0.11
H -6.14 -1.65 -1.10
H -6.51 -3.08 -2.05
H -5.51 -1.79 -2.76
H -4.70 -3.51 -0.34
H -3.67 -2.28 -1.14
H -2.33 -5.85 -2.02
H -2.35 -4.64 -0.73
H -1.24 -4.30 -3.58
H -0.23 -4.59 -2.16
H -1.15 0.52 -2.89
H 0.13 -3.79 -0.09
H -1.35 -3.10 0.61
H 0.19 -2.26 0.78
N -0.67 0.22 1.80
C -2.01 -0.35 1.81
C -3.00 0.26 1.05
C -4.30 -0.21 1.12
C -4.61 -1.30 1.92
C -3.60 -1.94 2.63
C -2.30 -1.46 2.58
S -6.32 -1.83 2.14
O -7.01 -1.26 0.99
O -6.69 -1.23 3.41
O -6.24 -3.28 2.15
H -0.03 -0.40 2.30
H -0.67 1.11 2.29
H -2.74 1.11 0.43
H -5.10 0.26 0.55
H -3.86 -2.80 3.23
H -1.52 -1.93 3.17
*
```

natural (NBO) population analysis, charges in e, atoms 1 to 4:
1. Ni 1.454
2. F -0.318
3. C 0.892
4. F -0.309


This record from OMol25 describes C27H54N3O5ReSSi as an isolated structure. The level of theory is ωB97M-V/def2-TZVPD.

Summary:
E_HOMO (alpha / beta) in Eh: -0.5912 / -0.5754

Structure (ORCA input):
```
! wB97M-V def2-TZVPD RIJCOSX def2/J DEFGRID3
* xyz 3 4
Re -0.30 -0.19 1.03
C 1.78 -2.33 -0.43
C 0.77 -3.26 -1.04
O -0.42 -2.51 -1.40
C -1.67 -3.11 -0.99
C -2.60 -2.02 -0.51
O -2.10 -1.39 0.69
C -2.74 -1.77 1.94
C -1.84 -2.71 2.69
O -0.54 -2.11 2.69
C 0.55 -3.04 2.67
C 1.72 -2.31 2.05
O 1.32 -1.71 0.79
H 2.02 -1.52 -1.11
H 2.69 -2.88 -0.21
H 0.50 -4.06 -0.35
H 1.20 -3.72 -1.93
H -1.48 -3.81 -0.17
H -2.13 -3.66 -1.81
H -3.58 -2.45 -0.29
H -2.74 -1.23 -1.25
H -3.72 -2.21 1.74
H -2.91 -0.84 2.49
H -1.79 -3.68 2.19
H -2.20 -2.87 3.71
H 0.27 -3.91 2.07
H 0.80 -3.37 3.68
H 2.55 -2.99 1.89
H 2.05 -1.49 2.68
C 1.71 1.72 -0.92
N 2.50 2.11 0.22
C 3.86 2.56 -0.13
C 2.13 1.90 1.49
N 1.17 1.02 1.82
N 2.78 2.57 2.47
C 2.73 2.11 3.85
C 3.17 3.98 2.31
H 1.62 2.55 -1.62
H 0.70 1.42 -0.62
H 2.18 0.88 -1.44
H 4.23 1.91 -0.92
H 4.52 2.46 0.73
H 3.87 3.58 -0.48
H 0.98 1.09 2.82
H 1.82 2.43 4.37
H 3.58 2.55 4.38
H 2.83 1.03 3.90
H 2.85 4.36 1.35
H 4.24 4.11 2.41
H 2.67 4.57 3.09
C -3.34 3.50 -1.07
C -1.88 3.12 -0.83
C -1.51 3.09 0.66
S -1.92 1.51 1.43
O -3.28 1.10 1.05
C -1.90 1.98 3.18
C -3.27 2.40 3.70
C -3.80 3.71 3.15
H -3.54 3.57 -2.14
H -3.55 4.49 -0.64
H -4.02 2.78 -0.63
H -1.22 3.84 -1.31
H -1.66 2.14 -1.28
H -2.03 3.86 1.22
H -0.43 3.21 0.83
H -1.15 2.77 3.28
H -1.53 1.09 3.71
H -3.17 2.46 4.79
H -3.98 1.60 3.50
H -3.08 4.52 3.28
H -4.71 4.00 3.68
H -4.06 3.63 2.09
C -0.87 -0.08 -3.15
Si -0.48 -1.82 -3.63
C -1.82 -2.91 -4.23
C 1.21 -2.24 -4.11
C 1.48 -3.50 -4.67
C 2.76 -3.82 -5.09
C 3.78 -2.89 -4.96
C 3.53 -1.63 -4.43
C 2.25 -1.31 -4.01
H -1.91 0.17 -3.40
H -0.23 0.64 -3.66
H -0.74 0.03 -2.07
H -1.81 -2.86 -5.32
H -2.81 -2.59 -3.90
H -1.68 -3.96 -3.97
H 0.69 -4.23 -4.80
H 2.96 -4.79 -5.53
H 4.78 -3.14 -5.30
H 4.33 -0.90 -4.36
H 2.06 -0.31 -3.62
*
```

Mulliken population analysis, charges in e, atoms 1 to 4:
1. Re 1.751
2. C -0.499
3. C -0.916
4. O -0.166


This record from OMol25 describes C11H26AuN3O3SSe2 as an isolated structure. The level of theory is ωB97M-V/def2-TZVPD.

Summary:
Energy relative to the best compared isomer or geometry (same formula, charge and spin) in kcal/mol: 13.9
E_HOMO (alpha / beta) in Eh: -0.2626 / -0.2829

Structure (ORCA input):
```
! wB97M-V def2-TZVPD RIJCOSX def2/J DEFGRID3
* xyz 0 3
Au -0.04 0.04 0.49
C 1.68 2.42 -1.33
N 0.56 1.52 -1.59
C -0.60 2.33 -1.98
C 0.89 0.54 -2.62
C 1.74 -0.60 -2.08
N 1.02 -1.50 -1.17
C 0.05 -2.33 -1.89
C 1.97 -2.36 -0.45
H 1.93 3.00 -2.23
H 2.57 1.86 -1.03
H 1.43 3.10 -0.52
H -0.38 2.95 -2.86
H -0.88 2.98 -1.16
H -1.44 1.68 -2.22
H 1.43 1.02 -3.45
H -0.05 0.15 -3.02
H 2.59 -0.20 -1.53
H 2.14 -1.17 -2.93
H 0.56 -2.97 -2.62
H -0.68 -1.71 -2.40
H -0.48 -2.95 -1.17
H 2.52 -3.00 -1.15
H 1.42 -2.99 0.25
H 2.67 -1.75 0.11
O 2.01 2.94 4.03
C 0.68 2.44 4.06
C 0.72 0.93 4.31
C 1.07 0.67 5.80
O 2.06 1.50 6.36
C 1.79 0.21 3.46
Se 2.05 0.75 1.58
C -0.67 0.31 4.11
Se -1.68 0.79 2.50
H 2.01 3.85 3.72
H 0.17 2.64 3.12
H 0.12 2.92 4.87
H 1.38 -0.38 5.90
H 0.17 0.79 6.41
H 2.50 2.00 5.66
H 1.58 -0.85 3.45
H 2.77 0.36 3.91
H -1.32 0.58 4.93
H -0.60 -0.78 4.07
O -2.74 -0.16 -2.36
S -3.02 -0.62 -0.99
N -1.93 -0.74 0.00
*
```

natural (NBO) population analysis, charges in e, atoms 1 to 4:
1. Au 0.869
2. C -0.421
3. N -0.473
4. C -0.430


Number 1: molecular weight 737.293 g/mol. Number 2: molecular weight 747.105 g/mol. Number 3: molecular weight 635.301 g/mol.